Density functional theory data (the ωB97M-V functional and the def2-TZVPD basis) for 5 unconnected molecules or ions with the total composition C26H60O7S at a distorted geometry.

XYZ file:
```
94
Properties=species:S:1:pos:R:3
H 3.50008 1.56522 1.34635
H 2.53700 -6.70500 -0.23628
H 3.24560 1.92915 -0.51463
H -5.73278 -1.81680 -0.38561
O -1.94202 1.51889 1.46005
H -4.38396 -0.80575 -2.01001
H -0.15047 -5.21123 2.05916
H 4.49966 -0.44586 0.08861
H -4.89171 1.38081 -0.95065
C -2.44831 -2.84136 1.10411
C 4.14778 -6.86179 -2.23119
C 2.59336 -1.42164 1.03810
O 2.47841 -5.90764 -0.78843
H 4.38865 -7.14795 -3.25976
H 8.07010 0.57308 1.90313
H 2.67557 -5.38069 -2.75029
O -3.99876 0.03039 2.11927
H -2.44702 3.96691 -1.94436
H -5.69755 -1.34917 2.18762
H 1.04285 0.98013 1.74559
H -4.80089 4.75455 3.22286
C -4.02430 -2.96662 0.61896
H -2.60498 5.49646 -4.60085
H 0.69355 -6.86812 -2.50768
H -1.71019 -4.19447 -0.64746
O 6.74777 -0.13712 -0.29027
C 2.74399 -6.28555 -2.13672
H 3.04557 -0.61612 -1.11871
C 1.36699 -2.29848 0.34919
H -1.14607 5.21855 -3.65915
C 8.52737 0.91793 -1.51448
C -3.82877 -0.70147 -0.95907
H -2.85353 5.37951 4.51586
O -5.25223 5.60544 3.35082
H 1.71888 -8.18900 -1.96337
H -3.92990 6.31565 5.54421
C 2.90172 1.21371 0.37671
H 4.88774 -6.13073 -1.88812
H -2.70953 7.44476 2.14809
C 8.65064 0.60909 0.97503
H -4.17479 -3.80607 -0.19881
H 9.29047 1.70219 -1.49299
H -4.64542 -3.33833 1.56611
H 4.25359 -7.74342 -1.58893
C 7.74196 0.88114 -0.21320
C -2.86894 4.12289 -2.94315
O -4.17236 2.68459 1.48912
H -1.91404 -1.86083 0.73330
C -3.47263 6.66049 2.12661
H -2.73733 -1.09294 -1.13403
C -5.14580 -0.61193 1.45884
H -2.98125 5.69938 1.93810
H 0.01461 -2.34680 2.31537
C 1.29636 1.41111 0.67444
C -3.34936 6.35165 4.61612
C -4.25804 6.62370 3.42788
H 2.12604 -0.90561 2.00606
C -1.67563 -4.17391 0.54447
H -2.46700 -2.78075 2.28597
H 1.53649 -3.45728 2.30408
H 7.85883 1.10230 -2.36233
C 1.69988 -7.29222 -2.59277
C 3.31289 -0.36462 0.01174
H -5.95897 0.16719 1.06391
C -4.37844 4.27383 -2.84223
H 7.19911 -0.98801 -0.41822
H -2.93150 3.09897 -4.60992
H -4.77654 7.57780 3.57198
H 7.22346 1.83524 -0.06911
H -2.98241 1.45157 -1.30014
C -3.83618 0.93778 -0.64390
H 0.62298 -1.65855 -0.28787
H -4.64853 5.14418 -2.23609
H 0.67645 0.87408 -0.18725
H 3.43703 -2.14819 1.46867
H -2.34102 -5.10769 0.87710
H 1.90667 -3.15938 -0.26762
H 0.46152 -4.92609 0.29703
H -4.14117 6.84486 1.27876
H -4.82519 3.38075 -2.39210
H -2.58255 7.12665 4.71227
H 1.86733 -7.59127 -3.63219
H 9.14647 -0.36305 0.87478
S -3.46986 1.34554 1.14740
H 9.01875 -0.04318 -1.70298
H -2.43682 6.24895 -2.99773
H -4.82837 4.38579 -3.83508
C 0.62691 -3.08296 1.62748
O -2.56065 2.96931 -3.72124
H 1.02990 2.57251 0.64796
C -0.18400 -4.43243 1.17153
C -4.69957 -1.54711 0.14661
C -2.23112 5.34643 -3.58169
H 9.41745 1.38409 1.07118
```

Properties
- Energy above the lowest of the compared OMol25 structures with the same formula, charge and spin: 799.15 kJ/mol
- Total energy: -53094.700 eV
- E_HOMO: -9.630 eV
- Frontier orbital gap: 0.3706 Ha
- SMILES string: CCCCCCCCCC[C@@H]1CCS(=O)(=O)OC1.CC(C)O.CC(C)O.CC(C)O.CC(C)O

---

Density functional theory data (the ωB97M-V functional and the def2-TZVPD basis) for a molecular structure, C26H61Br6N2O14P3 at a distorted geometry.

XYZ file:
```
112
Properties=species:S:1:pos:R:3
H -4.24145 2.09258 0.67316
C -1.42183 0.51644 -3.05818
H 3.35417 3.90935 -2.59685
C 6.09186 -2.78645 -2.57471
H 7.12694 -2.51463 -2.36777
H -1.16999 -0.70739 3.96933
H 5.60574 -2.20106 -3.35517
H -2.88375 2.98075 -0.04419
C 5.38945 1.63561 0.80344
C -0.92102 -3.03376 -3.62903
O -1.03490 4.19533 -0.12482
C 0.60301 -0.45920 -1.46041
H -0.85437 -2.32022 -1.01731
H -0.60363 -0.20170 -3.00412
H 2.61965 2.88974 3.18768
O -0.26074 2.14755 -1.84337
O -2.85642 -2.19219 -2.83844
O 4.93788 -1.26189 -1.17456
N -1.90773 -1.07603 5.99506
Br 2.86254 -3.47692 0.14523
O 1.16512 4.27733 -1.27722
H 2.32262 -1.09915 -2.21625
H -0.99519 -2.57652 -4.61571
C -1.38759 1.32508 -1.77278
H -2.05783 -3.92549 -2.18104
H 6.35639 2.39232 -0.94848
H 2.59454 0.50727 -1.62873
H 2.85973 1.81105 1.80185
H -2.45490 0.20447 -3.21165
H -1.91055 -0.40851 1.42057
H -0.28933 -1.58689 0.34862
C 2.11491 2.24204 2.47087
H -2.32945 -1.50563 1.44556
Br -1.24523 -1.94968 2.48254
H -2.76444 -4.18170 -3.77679
H -6.55321 2.06376 -1.88008
H -5.54252 1.69683 -3.39072
C -2.45023 -2.03884 0.50259
C -3.11345 -1.39487 6.79239
C 2.53282 3.80823 -3.30626
P 0.00569 3.32794 -0.68005
H -1.25642 0.67287 -0.90935
Br -0.48817 0.36986 0.48539
C -5.73989 -0.02087 -2.09491
H 0.16860 -0.34936 -2.45405
C 2.06349 -0.41810 -1.40562
O -3.12715 -1.24799 -0.46766
H -2.24536 0.14457 3.03733
H 0.19332 -1.39446 -1.07891
H -3.86392 -0.64624 6.53849
C -5.75403 1.48464 -2.34271
N -2.36431 1.76197 1.55764
H -0.30207 -3.92825 -3.69904
H -0.38970 -2.22376 -3.12933
C 0.18919 -0.63586 1.95177
H 0.42891 3.57192 2.29508
H 5.69507 1.12915 1.71897
H -1.87352 3.70136 1.88255
H -4.89385 1.84880 -1.78094
P -3.94024 -1.87642 -1.73336
H -0.75058 -0.90724 7.61897
H -2.90114 -2.99699 0.76090
H 4.51127 -3.26415 -1.10911
O -4.91088 -2.92194 -1.40833
H 0.09479 0.36835 -0.96547
H -3.58767 -2.30004 6.41308
H -2.42416 -1.94948 4.28903
C 6.65869 1.85919 -0.04710
H 7.34391 2.42898 0.58052
H -1.28013 1.16653 -3.92155
O 2.62330 -0.90153 -0.18653
C -0.95984 -2.39803 0.06478
O 0.71251 2.40475 0.48324
H 1.35280 5.63731 -2.72265
C 1.32187 4.54927 -2.66520
O 0.31146 -0.72951 5.81549
H -3.09816 -1.37450 7.88209
H -3.10495 1.25371 -0.34166
P 4.25790 -0.64980 0.11581
C 5.37101 -2.59710 -1.17232
O -4.48329 -0.50157 -2.43470
C -2.29262 -3.44243 -3.12952
H 5.99114 -3.75767 -3.05916
H -5.82692 -0.17774 -1.01977
H 6.97446 0.84056 -0.27243
H -3.54865 -0.00188 1.89846
C 1.16781 3.12686 1.62871
C 1.05197 -3.42445 -0.47334
O -0.94462 2.39847 3.23700
H -6.58005 -0.56769 -2.52296
O 4.80033 -1.16547 1.36887
Br 1.79943 -1.51544 1.40249
C -3.18473 2.03748 0.41162
H 1.85562 3.86425 1.21487
C -2.05288 -0.96017 4.55645
H 0.49828 -2.64249 0.04634
H -0.67756 -3.39256 0.41022
C -0.66574 -0.87229 6.52180
H 2.36457 2.73156 -3.33017
C -1.69630 2.68601 2.26966
Br 0.90796 -3.04127 -2.38191
H 0.44945 4.46589 -3.31330
H -2.22346 2.00375 -1.60301
C -2.50651 0.30381 1.99113
H 5.97712 -2.69328 -0.27150
H 2.74981 4.08039 -4.33919
H 0.43512 0.04645 2.76545
O 4.42424 0.96777 0.01515
Br 0.11779 -5.07604 -0.00116
H 4.99134 2.60968 1.08767
H -2.76973 -0.15660 4.38761
H 1.56167 1.47956 3.01920
```

Properties
- Energy above the lowest of the compared OMol25 structures with the same formula, charge and spin: 3605.38 kJ/mol
- Total energy: -507688.936 eV
- E_HOMO: -6.981 eV
- Frontier orbital gap: 0.2617 Ha

---

Density functional theory data (the ωB97M-V functional and the def2-TZVPD basis) for a molecular structure, C26H61ClIN2O13P at a distorted geometry.

XYZ file:
```
105
Properties=species:S:1:pos:R:3
Cl -1.46713 1.98800 4.61775
H 8.60042 -3.06340 1.63033
H -0.36243 2.00928 1.57091
I 1.06850 -2.44945 4.10902
H 1.60766 2.08665 3.05959
H 0.66135 1.31617 0.10098
C 1.74282 1.49076 2.07879
C -1.37819 -3.04528 -7.41470
H 1.11823 5.75866 -5.47460
C -1.59386 -0.26631 -3.39898
H -2.06060 -3.57379 -6.74397
C -0.58229 -5.75563 -3.50794
H 8.13840 -4.27962 3.52242
C -0.15149 3.59182 -0.42012
H -1.60360 -3.31645 -8.44655
C -2.69120 3.37293 8.24864
H -1.34274 -1.43395 -6.33938
H -0.88545 -5.04711 -1.72878
H -3.13083 3.24025 9.23769
H 3.29041 4.61941 -4.04790
H 1.26799 4.23446 -2.07410
H -1.10995 5.59225 -1.81623
H 3.20035 -3.89446 1.98969
C -6.03575 -0.02007 8.09886
O -0.95126 -0.75492 5.92332
O -5.92359 -0.50801 6.77098
H -2.09165 0.78545 1.60159
C -0.91207 -1.07762 2.35653
C 4.54138 -4.83977 3.02431
H 4.43331 -4.19800 3.90274
C 0.64673 2.00528 1.02756
H -0.53650 -0.85506 0.23062
H -5.25776 -0.46865 8.72173
H -2.79108 -0.07032 3.14894
H -5.50134 -0.64485 -1.53604
H -0.56539 5.17939 -3.60187
H -4.71845 -2.13926 -0.78250
H -7.01536 -0.29215 8.49334
H -5.93464 1.06799 8.09968
C -0.30266 0.57051 -9.22548
C 0.27202 -0.53273 3.30299
H 0.42841 -5.34699 -3.58819
O -1.33667 -4.98867 -2.58135
H 5.33827 1.43603 0.02860
O -1.54859 -1.64530 -7.26033
H -0.59164 -0.44713 -8.96858
H 2.83490 1.67447 1.75054
H -2.64217 -1.74311 0.49969
H -2.89479 -3.19883 -1.91446
O -2.91281 2.19629 7.48695
O 1.52948 5.01024 -5.02310
C 5.61301 2.44620 0.34343
H -5.04921 -0.25371 6.44782
O 0.89583 3.36306 0.52918
O 7.59900 -3.49073 3.38310
C 0.21933 3.76593 -1.99637
H 5.37613 -4.49436 2.41079
C 8.36354 -2.59561 2.58930
H -2.51423 2.34000 6.61676
H 0.18680 1.03518 -8.36523
H -1.89004 4.14272 -2.70316
C -2.24257 -0.21045 2.14129
O 0.59905 0.52992 -10.32389
C -4.55467 -1.02392 -1.00820
H -0.75124 -2.54694 -3.77957
C 1.50148 -0.06566 2.38159
H -0.34378 -3.31619 -7.18672
C -1.49033 -1.84036 -3.27640
H -1.61715 3.54885 8.35134
C 1.31106 -1.10221 1.16978
H 2.46311 -0.38171 2.94411
H 9.28566 -2.33283 3.11402
H 5.98453 3.01527 -0.51241
C 2.80040 5.44600 -4.56339
H -3.14730 1.32956 -2.45521
H -3.83085 0.83067 0.02685
H 0.13507 2.75314 -2.53041
C -0.92030 4.76336 -2.59134
H -0.53865 -6.79594 -3.17636
H -0.87119 0.35338 -4.03951
O -1.37846 3.66120 -0.12311
C -4.27017 -0.17162 0.35157
H -1.06898 -5.70805 -4.48265
N -3.36993 -0.93259 -1.92554
H -3.90950 -1.72139 1.91352
H 6.39272 2.38749 1.10326
C -3.24423 -1.08437 1.21667
H 4.73000 -5.86453 3.34683
H -0.22791 -1.04728 6.53786
H -5.29982 -0.06669 0.86444
H 0.83879 1.44207 -10.53050
H 3.41359 5.75590 -5.41321
C -2.80715 0.24652 -2.54783
O 2.24455 -1.61920 0.50117
H -1.31627 -2.12250 2.64776
H 7.77821 -1.69240 2.41492
O 4.48055 3.09997 0.89820
H 2.67512 6.28132 -3.86950
H -1.19364 1.14031 -9.50218
N -0.14952 -1.33333 1.06852
H -3.16338 4.22626 7.75497
O 3.34332 -4.81143 2.26208
C -2.65936 -2.13746 -2.28829
P -0.11457 0.39138 4.91432
H 3.80682 3.13839 0.20592
```

Properties
- Total energy: -87451.082 eV
- E_HOMO: -8.006 eV
- Frontier orbital gap: 0.2773 Ha

---

Density functional theory data (the ωB97M-V functional and the def2-TZVPD basis) for 4 unconnected molecules or ions with the total composition C26H62BNO5S at a distorted geometry.

XYZ file:
```
96
Properties=species:S:1:pos:R:3
H -1.80223 3.79039 -7.52289
H -2.23507 -6.31917 0.33610
H 2.70401 -7.04781 0.36432
H -0.43293 3.57205 -3.34105
H 4.24830 -5.64348 -0.27589
H -1.14538 -4.85465 -0.20901
H -0.78571 4.05775 -6.09292
H 1.67271 0.38883 2.75051
H 1.37738 -0.71269 5.00484
H -2.78238 1.83535 -6.83034
C -6.11733 2.71491 -6.41613
H 0.60150 2.25676 5.08191
H 0.78891 2.86506 0.23218
C -1.64326 4.43843 -6.65670
O 1.90128 -2.29930 0.60463
C -2.87960 4.51058 -5.77319
C 0.24205 3.36535 -2.50246
O -0.56712 -2.71600 1.66199
H -1.36634 -4.86366 3.28700
H 3.56237 -0.16092 4.72674
C 0.75655 0.14084 4.70988
B -2.00750 -2.98275 1.48385
H 1.03284 -4.97048 3.15104
C 1.99115 -6.49199 1.12420
H 3.65952 -6.76717 2.67451
H -3.92813 1.16765 -5.68917
C 3.76579 0.76321 5.27740
H 0.23002 6.47684 -0.88739
H 1.27399 -5.72043 0.61457
H 0.02506 1.03564 2.87799
H 2.74287 2.05888 3.90062
H 3.42349 -3.01527 3.39943
C 2.94585 -5.88378 2.30984
C 1.27057 1.43074 5.35441
H -0.74799 5.09088 -0.44769
H -2.05271 6.71475 -1.77955
H -2.44087 2.76652 -4.58636
H -4.54892 3.36746 -7.73882
H 4.91660 -4.74998 2.48610
H 4.67320 -0.28381 6.93220
H 0.29390 -0.71367 2.78151
H 1.08249 2.80193 -2.92723
H -2.67769 5.20201 -4.94555
H -1.36396 2.99972 -1.08297
H -3.24429 -4.95751 3.50300
C 3.90746 -4.63532 1.86076
C 3.88707 0.45842 6.76290
C 2.70333 1.82024 4.96911
H -4.10616 3.29994 -4.48845
H 5.49503 -4.32208 0.25535
C 4.33902 -4.61797 0.27992
H 1.54570 -6.54370 4.05562
H -3.71110 4.94534 -6.33728
C 3.31919 -3.14400 2.21823
H 1.27312 5.23469 -2.75440
C -0.27345 5.59237 -1.29736
C -3.27564 3.15354 -5.18772
H -6.91167 2.96879 -7.12594
H -0.87260 1.59603 -2.01036
H -0.24895 -0.06569 5.09586
H -4.95906 1.66937 -7.88068
H 3.79153 -3.80859 -0.37445
C -4.80914 2.47751 -7.15466
C -2.36646 -5.15520 2.72234
H 4.73538 1.12721 4.91514
C 1.97048 -5.54577 3.61363
H 1.32647 -7.33984 1.63295
H 4.14588 1.36192 7.32404
H -0.15330 1.37541 0.33586
H 1.19731 1.33430 6.44386
H -0.88730 6.60680 -3.11003
H -6.42341 1.81680 -5.87047
H -1.90100 5.21118 -2.69256
H 2.50971 -4.86207 4.40802
O -0.12646 -0.83667 -0.22805
C 0.40734 2.02064 -0.34870
C -0.48816 2.48074 -1.48868
C 0.77983 4.68684 -1.93907
H 2.96168 2.75040 5.49474
H 2.95657 0.05368 7.17017
C -2.21242 -5.13672 0.20422
O 1.94276 -2.90829 1.75650
O -2.91262 -1.82945 1.27697
H -2.35099 -0.98115 1.27627
S 0.21042 -2.31577 0.19956
C -3.65890 2.08810 -6.22257
H -1.38894 5.43489 -7.03080
C 0.68643 0.22231 3.19277
H 4.06720 -2.34175 1.76122
N -2.60964 -4.37524 1.44931
H 1.56255 4.47857 -1.20140
H -2.99749 -4.88531 -0.65724
H 1.26021 1.45094 -0.73089
C -1.33887 6.05361 -2.28044
H -6.03561 3.54050 -5.70353
H -2.37534 -6.31850 2.51495
```

Properties
- Total energy: -51201.342 eV
- E_HOMO: -9.119 eV
- Frontier orbital gap: 0.3440 Ha